Molecular formula: C42H63AsN5O4SbSr
Method: DFT, ωB97M-V/def2-TZVPD

XYZ file:
```
117
Properties=species:S:1:pos:R:3:forces:R:3
Sr 0.078 -0.489 0.255 2.2966 2.9207 1.8566
O -2.317 -0.870 -0.821 -0.0397 -0.1226 0.0442
C -1.711 -1.910 -0.552 -1.1231 -1.4170 -0.7825
N -0.543 -2.342 -1.048 -0.4132 -0.7324 -0.8356
C 0.029 -1.753 -2.153 -0.1545 -0.6482 -0.5749
O -0.474 -1.028 -2.994 -0.0384 -0.0405 0.0528
C 1.467 -2.195 -2.277 0.1723 -0.1139 -0.1702
C 1.915 -2.728 -3.476 0.0200 0.0612 -0.0277
C 3.204 -3.231 -3.531 0.0412 0.0051 0.0256
C 3.995 -3.158 -2.395 0.0217 0.0040 -0.0698
C 3.466 -2.577 -1.254 -0.0891 0.1451 0.0593
N 2.224 -2.105 -1.184 -0.2936 -0.0534 -0.0481
C -2.086 -2.715 0.668 -0.1341 -0.2052 0.1673
C -3.230 -3.490 0.758 -0.0059 0.0933 0.0098
C -3.433 -4.208 1.925 -0.0070 0.0160 0.0011
C -2.497 -4.119 2.946 -0.0761 -0.0344 -0.0005
C -1.394 -3.301 2.769 0.0077 0.1920 -0.0653
N -1.189 -2.604 1.653 0.0432 -0.0964 -0.2956
H 1.250 -2.756 -4.330 0.0024 -0.0015 0.0120
H 3.583 -3.681 -4.440 -0.0032 0.0136 0.0033
H 5.007 -3.542 -2.389 -0.0285 0.0004 0.0153
H 4.055 -2.493 -0.348 0.0056 0.0137 -0.0058
H -3.927 -3.527 -0.069 -0.0042 0.0051 0.0404
H -4.312 -4.831 2.036 0.0264 -0.0024 0.0116
H -2.625 -4.669 3.868 0.0236 0.0035 -0.0087
H -0.644 -3.190 3.543 -0.0370 0.0256 0.0263
C 2.159 0.816 -4.319 -0.0318 -0.0405 -0.0795
O 1.998 2.065 -3.623 0.0715 -0.0616 -0.0200
C 1.743 1.937 -2.320 -0.0632 0.0482 -0.0051
O 1.691 0.869 -1.741 -0.2736 -0.3170 0.3493
N 1.561 3.147 -1.742 0.1183 0.0125 0.0384
N 1.158 3.179 -0.412 -0.0128 -0.1026 -0.0203
H 2.496 1.079 -5.317 -0.0122 0.0386 -0.0065
H 1.211 0.281 -4.356 -0.0052 0.0155 0.0392
H 2.899 0.193 -3.821 0.0360 0.0271 0.0175
H 1.446 3.949 -2.341 -0.0597 0.0048 -0.0800
H 0.156 3.304 -0.332 -0.0348 0.0820 0.0031
H 1.639 3.914 0.087 0.0257 -0.0192 0.0361
C 5.842 -2.774 1.903 -0.0479 0.0516 0.0587
C 5.034 -1.973 2.922 0.0326 -0.1350 -0.1566
As 3.398 -1.179 2.156 -0.0394 0.2985 0.2752
C 2.585 -0.584 3.853 0.0141 0.1010 -0.0170
C 3.377 0.425 4.678 0.0235 -0.0729 -0.0436
C 4.189 0.541 1.580 -0.0075 -0.0800 -0.2415
C 4.600 0.548 0.105 -0.0715 -0.0075 0.1307
H 6.742 -3.194 2.355 -0.0015 -0.0031 -0.0239
H 6.156 -2.145 1.066 0.0145 -0.0307 0.0074
H 5.253 -3.600 1.499 0.0225 0.0029 -0.0076
H 5.638 -1.167 3.339 -0.0049 0.0058 0.0458
H 4.721 -2.615 3.748 -0.0159 -0.0143 0.0144
H 2.406 -1.495 4.429 -0.0227 -0.0410 -0.0327
H 1.605 -0.174 3.594 -0.0241 -0.0250 0.0554
H 4.402 0.090 4.855 -0.0149 0.0167 0.0242
H 2.905 0.573 5.652 -0.0099 0.0314 -0.0106
H 3.413 1.396 4.184 0.0098 -0.0151 0.0158
H 5.048 0.756 2.216 -0.0464 0.0637 0.0852
H 3.433 1.308 1.760 0.0427 0.0122 0.0295
H 5.368 -0.201 -0.100 0.0017 0.0125 -0.0186
H 5.006 1.522 -0.177 0.0131 -0.0047 -0.0188
H 3.745 0.341 -0.541 0.0436 -0.0091 -0.0045
C -5.100 0.470 0.903 -0.0380 -0.0572 -0.0612
C -5.132 1.272 -0.402 0.1621 0.1273 0.1285
C -6.248 2.312 -0.354 -0.0184 -0.0949 -0.0158
C -5.383 0.312 -1.563 0.0431 -0.0365 0.0066
Sb -3.096 2.133 -0.589 0.0624 0.2694 -0.1570
C -3.255 4.048 0.538 -0.0295 -0.2468 -0.0658
C -1.817 4.544 0.695 -0.0540 0.0820 0.0379
C -4.120 5.150 -0.060 0.0474 0.0205 0.0788
C -3.758 3.664 1.932 0.0230 0.0515 -0.0115
C -3.054 2.780 -2.716 -0.1342 0.0347 0.2197
C -4.274 3.564 -3.190 0.0664 -0.0799 -0.1141
C -1.798 3.639 -2.846 -0.0629 0.0177 -0.0415
C -2.875 1.525 -3.572 0.1044 -0.0064 -0.0075
H -6.080 0.001 1.075 0.0296 0.0277 -0.0118
H -4.867 1.092 1.770 -0.0215 -0.0338 -0.0135
H -4.349 -0.324 0.850 -0.0345 0.0346 0.0126
H -7.221 1.801 -0.343 0.0395 0.0150 0.0206
H -6.235 2.973 -1.222 -0.0342 -0.0210 0.0168
H -6.195 2.929 0.542 -0.0283 0.0139 -0.0160
H -6.280 -0.284 -1.349 0.0203 0.0364 -0.0042
H -4.547 -0.376 -1.709 -0.0673 0.0206 0.0033
H -5.561 0.845 -2.499 -0.0168 -0.0210 0.0388
H -1.401 4.898 -0.253 0.0151 -0.0100 0.0366
H -1.175 3.759 1.106 -0.0259 0.0426 0.0805
H -1.789 5.386 1.400 0.0094 -0.0260 -0.0353
H -3.678 5.557 -0.973 -0.0257 -0.0022 0.0229
H -4.204 5.978 0.658 0.0167 -0.0162 -0.0368
H -5.129 4.809 -0.290 0.0100 0.0406 0.0023
H -3.156 2.863 2.371 -0.0205 0.0357 0.0015
H -4.800 3.345 1.922 0.0129 0.0049 0.0364
H -3.689 4.533 2.600 0.0184 -0.0273 -0.0229
H -4.411 4.493 -2.638 -0.0242 -0.0090 -0.0200
H -5.187 2.974 -3.097 0.0106 0.0229 -0.0411
H -4.160 3.819 -4.253 0.0005 0.0002 0.0463
H -1.888 4.581 -2.299 0.0167 -0.0136 -0.0346
H -1.614 3.881 -3.902 -0.0073 -0.0052 0.0388
H -0.919 3.102 -2.476 -0.0145 0.0198 -0.0401
H -3.786 0.928 -3.619 0.0708 0.0185 -0.0046
H -2.074 0.878 -3.203 -0.0440 0.0242 -0.0254
H -2.621 1.821 -4.600 -0.0223 -0.0057 0.0435
C 0.912 4.146 4.564 -0.0115 -0.0123 -0.0271
C 1.527 3.645 3.393 -0.0149 0.0221 -0.0069
C 0.971 2.585 2.733 -0.0747 -0.0675 0.1025
C -0.223 1.951 3.179 -0.0470 0.0536 0.0519
C -0.768 0.841 2.447 0.0374 -0.1959 -0.1477
C -1.956 0.342 2.956 0.0312 0.1402 0.1120
C -2.589 0.846 4.122 0.0097 -0.0674 -0.0617
C -2.038 1.886 4.815 0.0026 0.0064 0.0282
C -0.836 2.476 4.351 0.0132 -0.0031 -0.0390
C -0.240 3.575 5.025 -0.0062 -0.0014 -0.0058
H 1.358 4.982 5.090 -0.0235 -0.0024 0.0018
H 2.438 4.107 3.028 -0.0035 -0.0254 0.0111
H 1.421 2.201 1.825 0.0453 -0.0067 0.0241
H -2.468 -0.479 2.454 0.0402 0.0191 0.0397
H -3.518 0.398 4.463 0.0268 0.0261 0.0014
H -2.510 2.274 5.713 0.0199 0.0018 -0.0371
H -0.722 3.959 5.919 0.0166 -0.0126 -0.0184
```
Forces are in eV/Å.

Its energy relative to the best compared isomer or geometry (same formula, charge and spin) is 0.00 kcal per mole. The total energy comes out at -4719.67268 Ha. For the HOMO energy, the calculation gives -0.254 Eh. The calculation puts the LUMO energy at 0.13 eV. Its spin multiplicity is 1.

These are the Mulliken partial charges, in e, on atoms 1 to 4: 1.01, -0.12, -1.59, -0.36